P.
C8H10OS in the gas phase. Source: the Open Molecules 2025 dataset; level of theory: ωB97M-V/def2-TZVPD.

Each line ends with the natural charge from an NBO analysis.
Element x y z (Å)
C (-0.12199, 1.16674, 2.19669)  -0.28
C (0.24438, 2.33349, 1.51420)  0.00
C (-0.28841, -0.05639, 1.49298)  -0.18
C (0.14342, 2.25766, 0.17661)  -0.35
C (-0.49946, -0.20051, 0.17585)  -0.09
C (-0.23641, 1.01797, -0.50848)  0.36
C (0.46067, -2.15171, -1.09019)  -0.58
C (-0.83691, -1.45380, -0.55344)  -0.42
O (-0.45558, 1.20504, -1.80665)  -0.70
S (0.44334, 4.06169, 2.60126)  -0.09
H (-0.35955, 1.20379, 3.33600)  0.23
H (1.37848, 4.34298, 1.66588)  0.13
H (-0.50088, -0.93861, 2.11077)  0.21
H (0.37596, 3.05860, -0.38967)  0.20
H (1.17454, -1.42250, -1.24374)  0.21
H (0.22240, -2.67206, -1.96822)  0.21
H (0.83593, -2.99198, -0.35309)  0.20
H (-1.26585, -2.14140, 0.08010)  0.21
H (-1.55952, -1.16775, -1.39208)  0.22
H (-0.68143, 2.07381, -2.16393)  0.50

* HOMO level: -8.2 eV
* E_LUMO: 0.024 Ha
* SMILES string: CCc1ccc(S)cc1O

---

Q.
C8H10OS in the gas phase. Source: the Open Molecules 2025 dataset; level of theory: ωB97M-V/def2-TZVPD.

Each line ends with the natural charge from an NBO analysis.
Element x y z (Å)
C (1.64506, -0.15980, 0.41220)  -0.12
C (1.37195, 0.48573, 1.54656)  -0.17
C (-0.76660, -0.90597, 1.15739)  -0.21
C (-1.46775, -1.70755, 0.38298)  -0.14
C (0.20402, 0.10824, 0.62715)  -0.22
C (-0.49158, 1.31592, -0.01299)  0.59
C (0.34450, 2.45247, -0.53946)  -0.73
C (-1.46908, -1.72484, -1.09805)  -0.67
O (-1.72065, 1.42065, -0.08757)  -0.55
S (2.55706, -0.91005, -0.90236)  0.06
H (1.63867, 0.87063, 2.42988)  0.23
H (-0.86291, -0.90202, 2.18282)  0.20
H (-2.11366, -2.40090, 0.93349)  0.20
H (-0.14911, 2.82770, -1.48329)  0.24
H (1.43678, 2.38008, -0.81494)  0.23
H (0.20866, 3.16557, 0.16631)  0.23
H (-0.68993, -1.05484, -1.50980)  0.20
H (-1.05759, -2.70121, -1.39201)  0.23
H (-2.40117, -1.24695, -1.55576)  0.25
H (3.78334, -1.31287, -0.44253)  0.15

* HOMO level: -8.9 eV
* E_LUMO: 0.016 Ha
* SMILES string: C/C=C\[C@@]1(C(C)=O)C=C1S

---

Which one sits at the bottom of the stability order? Q does.

---

P.
4 unconnected molecules or ions with the total composition C4H15NO3. Source: the Open Molecules 2025 dataset; level of theory: ωB97M-V/def2-TZVPD.

Each line ends with the Löwdin spin population.
Element x y z (Å)
C (-1.04206, -0.55904, -0.60787)  0.01
C (0.14577, 0.28823, -0.29516)  0.12
C (1.44293, -0.20261, -0.30001)  0.48
C (-1.28695, 1.93908, 0.76230)  0.02
N (-0.08901, 1.60007, -0.04789)  0.25
H (-1.88872, -0.26126, 0.00394)  0.00
H (-1.32001, -0.41713, -1.65570)  0.00
H (-0.84935, -1.61369, -0.42090)  0.00
H (1.55660, -1.26886, -0.46797)  0.02
H (2.33212, 0.41404, -0.35154)  0.02
H (-2.14726, 2.06108, 0.10682)  0.01
H (-1.51491, 1.29963, 1.61022)  0.01
H (-1.04543, 2.94053, 1.11799)  0.00
H (0.74399, 2.12271, 0.21284)  0.00
H (1.02305, -2.82423, 0.84374)  0.00
H (1.34164, -4.23329, 0.34137)  0.00
O (1.13890, -3.34490, 0.03081)  0.00
H (1.37956, -2.20074, 2.58168)  0.00
H (0.51898, -1.05217, 2.04643)  0.01
O (0.46331, -1.91374, 2.46882)  0.01
H (-0.32791, 2.73599, -3.00501)  0.00
H (-0.41584, 2.32629, -1.53497)  0.01
O (-0.92977, 2.70215, -2.25390)  0.03

* HOMO level (spin up / spin down): -15.0 / -15.0 eV
* E_LUMO (spin up / spin down): -0.148 / -0.286 Ha
* net charge: +1
* multiplicity: 2

---

Q.
3 unconnected molecules or ions with the total composition C4H15NO3. Source: the Open Molecules 2025 dataset; level of theory: ωB97M-V/def2-TZVPD.

Each line ends with the Löwdin spin population.
Element x y z (Å)
C (-1.72260, -1.92779, -0.85943)  0.02
C (-0.85903, -1.44795, 0.41027)  0.08
C (0.62047, -1.26463, -0.07853)  0.09
C (1.69887, -1.05215, 1.13423)  0.00
O (2.20772, 0.27816, 0.95738)  0.00
N (-1.46912, -0.14126, 0.88055)  0.74
H (-1.86831, -1.21151, -1.67856)  0.00
H (-2.84661, -2.08549, -0.65750)  0.00
H (-1.26072, -2.85470, -1.11240)  0.00
H (-0.82662, -1.92607, 1.59152)  0.01
H (0.85172, -2.39529, -0.51839)  0.01
H (0.77605, -0.54409, -0.92259)  0.00
H (1.47662, -1.11433, 2.16709)  0.00
H (2.50720, -1.71372, 0.96837)  0.00
H (3.14249, 0.32441, 0.58296)  0.00
H (-1.78499, 0.72586, 0.26480)  0.01
H (-1.13379, 0.24443, 1.71319)  0.02
H (0.56186, 1.55139, 0.36579)  0.00
H (1.18268, 1.72112, -1.04072)  0.00
O (0.77329, 2.18276, -0.32613)  0.01
H (-1.11940, 1.66692, -2.15705)  0.00
H (-0.57253, 2.65532, -1.08342)  0.00
O (-1.38452, 2.55155, -1.66703)  0.00

* HOMO level (spin up / spin down): -14.3 / -14.3 eV
* E_LUMO (spin up / spin down): -0.124 / -0.308 Ha
* net charge: +1
* multiplicity: 2

---

R.
4 unconnected molecules or ions with the total composition C4H15NO3. Source: the Open Molecules 2025 dataset; level of theory: ωB97M-V/def2-TZVPD.

Each line ends with the Löwdin spin population.
Element x y z (Å)
C (1.97630, -1.99266, -0.52868)  0.07
C (1.65259, -0.68628, -1.01290)  0.28
C (0.41654, -0.17987, -1.09362)  0.19
N (0.13067, 1.13565, -1.60839)  0.33
C (-0.16937, 1.24365, -3.09798)  0.04
H (1.38779, -2.76300, -1.13194)  0.02
H (2.98814, -2.33732, -0.71758)  0.00
H (1.74327, -2.11696, 0.47122)  0.02
H (2.50484, -0.04092, -1.23590)  0.01
H (-0.48022, -0.73657, -0.97598)  0.00
H (0.94334, 1.74547, -1.51207)  0.00
H (-0.93355, 0.55962, -3.38448)  0.00
H (-0.59785, 2.31977, -3.25108)  0.00
H (0.74187, 0.91384, -3.65495)  0.01
H (-0.91497, 0.71584, 2.52914)  0.00
H (0.44320, 0.86588, 3.43497)  0.00
O (-0.32766, 0.33299, 3.19409)  0.00
H (-1.01553, 1.68769, 0.03185)  0.00
H (-1.19667, 2.83511, 1.17498)  0.00
O (-1.43960, 1.90565, 0.90904)  0.01
H (-1.83909, -1.39634, 2.69010)  0.00
H (-1.91103, -1.79080, 1.33143)  0.00
O (-1.48706, -2.07863, 2.12913)  0.00

* HOMO level (spin up / spin down): -13.6 / -13.6 eV
* E_LUMO (spin up / spin down): -0.155 / -0.311 Ha
* net charge: +1
* multiplicity: 2

---

Which one sits at the bottom of the stability order? Q does.

---

P.
C5H11N3 in the gas phase. Source: the Open Molecules 2025 dataset; level of theory: ωB97M-V/def2-TZVPD.

Each line ends with the natural charge from an NBO analysis.
Element x y z (Å)
C (1.39301, -0.58642, -0.99702)  -0.66
C (1.92312, -0.09035, 1.49972)  -0.67
N (-0.73044, 0.81984, 1.64463)  -0.71
C (-1.29722, 0.22416, -0.41321)  0.35
C (1.00173, -0.02894, 0.33157)  0.23
N (-1.68054, -1.10715, -0.43045)  -0.83
C (-1.73324, 1.16856, -1.24893)  -0.54
N (-0.16825, 0.53068, 0.47850)  -0.11
H (-1.61231, 1.31779, 1.53472)  0.33
H (-2.46845, -1.30705, -1.02498)  0.39
H (-1.72575, -1.56449, 0.47111)  0.40
H (0.91070, -1.57736, -1.17335)  0.23
H (1.06861, 0.06482, -1.80737)  0.23
H (2.45477, -0.67803, -1.06191)  0.22
H (1.37646, 0.11154, 2.41965)  0.26
H (2.38429, -1.07931, 1.56453)  0.22
H (2.72278, 0.65444, 1.41037)  0.23
H (-1.28524, 2.14949, -1.25648)  0.22
H (-2.53402, 0.97776, -1.94111)  0.20

* HOMO level (spin up / spin down): -7.2 / -7.2 eV
* E_LUMO (spin up / spin down): 0.035 / 0.035 Ha

---

Q.
C5H11N3 in the gas phase. Source: the Open Molecules 2025 dataset; level of theory: ωB97M-V/def2-TZVPD.

Each line ends with the natural charge from an NBO analysis.
Element x y z (Å)
C (1.06883, 0.39680, 1.18515)  -0.19
C (-2.34520, 0.54275, -0.37643)  -0.44
C (0.42988, 0.81382, -1.31367)  -0.62
C (-0.21999, -1.25188, 0.05032)  0.46
C (0.04104, 0.14972, -0.01268)  -0.01
N (2.29402, -0.33631, 1.11775)  -0.82
N (-1.27227, 0.15673, 0.50484)  -0.50
N (-0.45126, -2.33891, 0.56499)  -0.62
H (0.03373, -3.17465, 0.24454)  0.38
H (2.80357, -0.14189, 0.26324)  0.35
H (2.13519, -1.33326, 1.19210)  0.36
H (0.53527, 0.14666, 2.10139)  0.22
H (1.28738, 1.46783, 1.17573)  0.20
H (-2.22952, 1.58806, -0.69223)  0.19
H (-3.27577, 0.44824, 0.18309)  0.21
H (-2.42064, -0.07814, -1.27863)  0.16
H (1.47814, 0.61438, -1.53883)  0.21
H (0.27788, 1.88753, -1.22777)  0.22
H (-0.17030, 0.44254, -2.14291)  0.22

* HOMO level: -7.8 eV
* E_LUMO: 0.024 Ha
* SMILES string: [H]/N=C1/N(C)[C@@]1(C)CN

---

R.
C5H11N3 in the gas phase. Source: the Open Molecules 2025 dataset; level of theory: ωB97M-V/def2-TZVPD.

Each line ends with the natural charge from an NBO analysis.
Element x y z (Å)
C (-1.03690, -1.33862, 0.14674)  -0.26
C (-1.73279, 0.05080, 0.45167)  -0.25
C (-0.05956, 1.93150, -0.25156)  0.26
C (1.91525, 0.38913, 0.13231)  -0.32
C (1.38866, -1.08637, -0.05321)  -0.23
H (-1.72279, -1.85446, -0.59642)  0.20
H (-0.90333, -2.03197, 1.08080)  0.22
H (-1.30597, 0.53167, 1.40877)  0.19
H (-2.83361, 0.03004, 0.29301)  0.22
H (-1.99185, 1.91424, -0.63556)  0.37
H (-0.32036, 2.94104, 0.06464)  0.16
H (2.91964, 0.18309, -0.43486)  0.22
H (2.55703, 0.45797, 1.10032)  0.21
H (1.10000, -1.28352, 1.07421)  0.20
H (2.21344, -1.90517, -0.59451)  0.21
H (-0.17926, -0.62485, -1.66514)  0.40
N (-1.33725, 1.16955, -0.55961)  -0.68
N (1.18485, 1.72686, -0.05755)  -0.44
N (0.14480, -1.20094, -0.90404)  -0.68

* HOMO level: -8.5 eV
* E_LUMO: 0.033 Ha
* SMILES string: C1=N\CCNCCN/1

---

Which one sits at the bottom of the stability order? R does.